No. 1
{
  "formula": "C9H26InNO4PS",
  "method": "the ωB97M-V functional and the def2-TZVPD basis",
  "total_charge": -1,
  "energy_ha": -1643.8862,
  "e_homo_ev": -3.5,
  "symbols": ["In", "S", "P", "O", "O", "O", "O", "N", "C", "C", "C", "C", "C", "C", "C", "C", "C", "H", "H", "H", "H", "H", "H", "H", "H", "H", "H", "H", "H", "H", "H", "H", "H", "H", "H", "H", "H", "H", "H", "H", "H", "H", "H"],
  "coordinates": [[2.58103, -0.06161, -4.19686], [4.67540, 2.04247, -2.56596], [-2.20432, 0.26582, 2.01962], [-3.27737, -0.61388, 2.93548], [-1.51130, 1.44519, 1.41660], [-2.81500, -0.41864, 0.65539], [-0.98468, -0.78000, 2.31359], [1.65157, -1.51237, -2.89189], [6.10790, -0.39428, -2.64393], [-0.11518, -0.54626, 3.41892], [-2.95059, 0.35343, -0.54319], [-4.60050, -0.07948, 3.14630], [-5.44232, -0.00653, 1.88371], [-1.74330, 0.19774, -1.44961], [-0.80129, -0.75750, 4.75851], [2.87877, 1.79716, -2.90958], [5.14942, 0.46787, -1.75338], [-1.28850, -1.73218, 4.79177], [5.73942, 0.77384, -0.88116], [-4.52161, 0.90595, 3.61275], [-5.11405, 0.80828, 1.23722], [5.71110, -1.39718, -2.81310], [0.30106, 0.46362, 3.35232], [-1.74966, 0.96210, -2.22798], [-3.84380, -0.00654, -1.05978], [6.14975, 0.09720, -3.61999], [0.70930, -1.25172, 3.31893], [2.42839, 2.69358, -3.34566], [-5.08379, -0.74552, 3.86135], [2.41695, 1.64162, -1.92249], [-0.08071, -0.69216, 5.57524], [4.11453, -0.75723, -4.78866], [1.56330, 0.27614, -5.62678], [7.12743, -0.37332, -2.24240], [4.28217, -0.10568, -1.41680], [-0.80503, 0.26904, -0.90136], [-5.38091, -0.93286, 1.31618], [1.27731, -0.98666, -2.10567], [-3.13517, 1.40222, -0.30535], [2.39740, -2.10885, -2.54353], [-6.48601, 0.18321, 2.14288], [-1.57482, -0.00404, 4.92652], [-1.75228, -0.78196, -1.92816]],
  "atomic_forces_ev_per_a": [[-0.1023, 0.0818, -0.2218], [-0.5017, 0.2205, 0.2332], [2.1103, -5.2103, -5.0750], [0.2929, 2.8842, 0.8288], [-1.5921, 1.4932, 2.9948], [-0.5024, 0.4146, 0.6379], [-0.6713, 0.4855, 0.6388], [0.0620, 0.2735, -0.3849], [-0.5099, 0.7962, -0.1650], [0.1804, 0.0441, 0.2204], [0.2898, 0.1235, -0.3291], [-0.3653, -0.0568, -0.0011], [0.0637, 0.1845, -0.1054], [-0.0171, -0.2147, -0.0619], [-0.1486, 0.0596, -0.0177], [0.2025, -0.9802, 0.2375], [0.9661, -0.0404, -0.3977], [0.0530, -0.0154, -0.0122], [-0.4199, -0.0583, 0.0623], [-0.0541, -0.0316, 0.0569], [-0.0133, -0.0554, -0.0584], [0.3069, 0.0117, 0.1621], [0.0128, -0.0188, -0.0365], [0.0114, -0.0355, -0.0169], [-0.0235, -0.1742, 0.1535], [0.0341, -0.2929, 0.0497], [-0.0495, -0.0014, -0.1667], [0.4448, 0.0329, 0.0103], [0.2047, -0.0562, 0.0435], [-0.0537, 0.1334, -0.2469], [0.0379, 0.0185, -0.0454], [-0.1407, 0.0648, 0.1342], [-0.0645, 0.0504, 0.1803], [-0.1941, -0.3663, 0.0758], [-0.0440, 0.2777, -0.1325], [-0.0782, 0.1862, 0.0973], [0.0222, -0.0221, 0.0387], [0.1167, -0.2485, 0.1637], [0.1493, -0.0122, 0.0889], [-0.1358, 0.0470, 0.2433], [0.0373, -0.0168, 0.1011], [0.0486, 0.0004, 0.0611], [0.0345, 0.0235, -0.0387]],
  "mulliken_charge": [0.80, -0.19, 1.09, -0.29, -0.76, -0.35, -0.30, -0.68, -0.87, -0.34, -0.38, -0.36, -0.96, -1.17, -0.94, -0.87, -0.56, 0.23, 0.41, 0.31, 0.23, 0.22, 0.28, 0.38, 0.38, 0.26, 0.34, 0.35, 0.33, 0.17, 0.40, -0.42, -0.41, 0.31, 0.25, 0.22, 0.25, 0.11, 0.40, 0.14, 0.42, 0.24, 0.35]
}

No. 2
{
  "formula": "C9H27ClIOP2SW",
  "method": "the ωB97M-V functional and the def2-TZVPD basis",
  "spin_multiplicity": 3,
  "total_charge": 3,
  "de_lowest_kcal_mol": 32.4,
  "energy_ha": -2339.0100,
  "e_homo_ev": [-20.2, -20.0],
  "symbols": ["W", "I", "Cl", "S", "P", "P", "O", "C", "C", "C", "C", "C", "C", "C", "C", "C", "H", "H", "H", "H", "H", "H", "H", "H", "H", "H", "H", "H", "H", "H", "H", "H", "H", "H", "H", "H", "H", "H", "H", "H", "H", "H", "H"],
  "coordinates": [[-0.48771, 0.02389, -0.50438], [-1.89156, 2.24402, 0.25851], [-2.10432, -0.48336, -2.21557], [1.10692, 0.59934, 1.48459], [-1.98920, -1.26576, 1.00590], [0.65595, 1.38035, -2.05360], [0.19916, 0.93626, 2.65049], [-2.16938, -3.01172, 0.53724], [0.56120, -1.69868, -0.93729], [2.02129, -0.96689, 1.69849], [-0.42568, 2.65329, -2.77139], [-3.69473, -0.63043, 1.01310], [-1.50380, -1.26508, 2.76044], [1.30129, 0.44934, -3.46325], [2.04600, 2.28121, -1.30665], [2.59794, 1.61263, 2.24674], [2.14071, -0.17989, -3.13263], [-4.35006, -1.42269, 1.41110], [1.70757, 2.94431, -0.50073], [-2.96335, -3.44596, 1.16947], [-0.50871, -1.71670, 2.88499], [2.65893, -1.17357, 0.82378], [2.35041, 2.65944, 2.16946], [2.80105, 1.58436, -0.91625], [0.50866, -0.17526, -3.89779], [1.33535, -1.80584, 1.81238], [-1.41214, 2.23687, -3.00410], [-1.21870, -3.53960, 0.70369], [2.65458, -0.81627, 2.57048], [-1.43209, -0.22623, 3.11305], [-4.00512, -0.37721, -0.00703], [0.05662, 3.00070, -3.69737], [1.55680, -1.42168, -1.33333], [-3.75249, 0.26482, 1.64588], [2.49225, 2.88503, -2.11341], [0.66473, -2.39186, -0.08511], [-0.53803, 3.48334, -2.06185], [-2.24927, -1.84745, 3.32931], [2.52281, 1.30279, 3.30149], [3.59409, 1.38373, 1.86704], [-0.02942, -2.18378, -1.73473], [1.64165, 1.19854, -4.19893], [-2.45016, -3.07837, -0.52223]],
  "atomic_forces_ev_per_a": [[-1.8407, -2.3414, -2.1911], [0.4049, -0.1606, 0.4474], [1.4282, 0.5477, 1.4812], [1.3998, 0.6702, 3.8253], [-2.4170, -0.4671, 2.4824], [0.8027, 3.3579, -1.7325], [0.3374, -0.7221, -2.0271], [0.6096, -0.0571, -0.6819], [-0.0526, -0.0312, 0.6961], [-0.0702, -0.1734, -0.1934], [0.0384, -0.0105, -0.2964], [-0.0328, 0.0144, -0.2637], [0.3059, 0.1130, 0.0015], [0.0213, -0.6299, 0.0971], [0.1742, -0.0871, -0.0869], [0.0354, -0.0229, -0.6591], [-0.1908, 0.1930, -0.2833], [0.1827, 0.3404, -0.0780], [0.0062, -0.1090, -0.2464], [0.2710, 0.2690, -0.1430], [-0.4292, 0.0358, 0.0906], [-0.1910, 0.3527, 0.2165], [-0.1644, 0.2522, -0.2098], [-0.1135, 0.2047, -0.1754], [0.2617, 0.1828, -0.0037], [0.0979, 0.1348, 0.2368], [0.2402, 0.0806, -0.0747], [-0.3807, 0.0241, -0.0387], [-0.1605, -0.2840, 0.0882], [-0.2533, -0.5669, -0.0040], [-0.0786, -0.1101, 0.2314], [-0.2407, 0.1055, 0.2527], [-0.0688, -0.2391, 0.1838], [-0.0344, -0.2387, -0.0315], [-0.0046, -0.1185, 0.2689], [0.2713, 0.0241, -0.4780], [0.1289, -0.0694, -0.1988], [0.1694, 0.1392, -0.3017], [-0.4195, -0.1689, -0.5284], [-0.2427, -0.0949, -0.4143], [0.2919, 0.0533, 0.2115], [-0.0760, -0.2342, 0.2515], [-0.0169, -0.1583, 0.2789]],
  "mulliken_charge": [-0.07, 0.41, -0.12, 0.89, 1.00, 0.98, -0.55, -1.16, -1.55, -1.15, -1.29, -1.25, -1.22, -1.17, -1.25, -1.38, 0.43, 0.48, 0.35, 0.50, 0.28, 0.36, 0.47, 0.36, 0.39, 0.33, 0.40, 0.38, 0.54, 0.38, 0.38, 0.48, 0.44, 0.45, 0.51, 0.46, 0.47, 0.51, 0.57, 0.46, 0.59, 0.49, 0.39]
}

No. 3
{
  "formula": "C9H27N3O4PS",
  "method": "the ωB97M-V functional and the def2-TZVPD basis",
  "total_charge": 1,
  "de_lowest_kcal_mol": 14.6,
  "energy_ha": -1563.6382,
  "e_homo_ev": -11.7,
  "symbols": ["S", "P", "O", "O", "O", "O", "N", "N", "N", "C", "C", "C", "C", "C", "C", "C", "C", "C", "H", "H", "H", "H", "H", "H", "H", "H", "H", "H", "H", "H", "H", "H", "H", "H", "H", "H", "H", "H", "H", "H", "H", "H", "H", "H", "H"],
  "coordinates": [[3.28300, -0.53580, -4.79839], [1.68227, 0.44882, -5.11765], [1.85753, 1.23351, -6.54176], [1.26205, 0.07379, -0.17052], [-1.64052, -1.12361, 3.23794], [0.45964, -0.60052, -5.30006], [-0.26483, 1.47772, -2.17934], [-0.75478, 2.35455, -4.30332], [1.44875, 1.56223, -3.77080], [1.50804, -0.18413, 2.26658], [3.66333, -0.24516, -0.67639], [-3.78426, -0.23308, 2.42509], [2.51418, 0.71048, -0.39568], [1.20143, -0.83038, 0.93101], [0.10627, 1.81909, -3.42123], [-2.79057, -1.38253, 2.45352], [-1.86536, -0.85432, 4.61398], [-2.55187, -1.98784, 5.35521], [-4.62695, -0.47706, 1.77636], [-1.60273, 1.84665, -4.51645], [-0.41395, -0.23693, -5.08897], [-0.52274, 3.24312, -4.72523], [-0.88165, -0.68575, 5.05412], [-1.13945, 0.94164, -2.26072], [0.42520, 0.77417, -1.85638], [3.42620, -0.86713, -1.54154], [-2.65869, -1.73783, 6.41108], [2.36923, 1.35137, -1.27039], [-3.54663, -2.19433, 4.95820], [-4.18109, -0.01194, 3.41601], [2.75453, 1.37569, 0.43919], [0.82041, 0.64151, 2.45633], [-2.42104, 0.08232, 4.73004], [-2.43104, -1.56555, 1.43881], [1.47716, 2.12546, -6.48847], [-3.27423, -2.30804, 2.78219], [0.18277, -1.21820, 0.95283], [4.57192, 0.31963, -0.88765], [-3.30559, 0.67556, 2.05355], [1.85576, -1.68848, 0.75112], [1.95161, 2.42596, -3.99586], [3.87453, -0.91251, 0.15903], [-1.96843, -2.90618, 5.27132], [1.40862, -0.91416, 3.06902], [2.52198, 0.21817, 2.30426]],
  "atomic_forces_ev_per_a": [[-0.3965, 0.3472, 0.1841], [3.1675, -2.5406, -1.4044], [-1.3298, 0.5860, 1.8000], [-0.2393, 0.1909, -0.5472], [0.2961, 0.0273, -0.2153], [-0.2699, 1.8750, 0.9451], [0.4464, -2.8907, -2.6139], [-0.0110, -0.5824, 0.0106], [-1.2730, 1.2099, -0.5740], [0.1331, 0.2883, -0.0858], [-0.1869, -0.1241, -0.0679], [0.0287, 0.0657, 0.0728], [0.4242, 0.0161, 0.2066], [-0.0506, -0.3519, 0.3571], [0.5381, 0.4467, 0.7800], [-0.1633, 0.0128, 0.0683], [-0.1212, -0.0050, 0.1746], [-0.0409, -0.0898, -0.1181], [0.0219, -0.0095, 0.0012], [-0.5101, 0.9299, 0.3328], [-0.1213, -0.3299, -0.4361], [-0.0915, -0.3814, -0.6183], [0.0536, -0.0033, -0.1666], [-0.6314, 1.0724, 1.0443], [0.0086, 0.4821, 1.1592], [0.0716, 0.0372, -0.0346], [0.0215, 0.0096, -0.0167], [-0.0075, -0.0212, 0.0482], [-0.0347, 0.0627, 0.0704], [-0.0621, -0.0514, -0.0229], [-0.0211, -0.0479, 0.0195], [-0.0560, -0.0829, 0.0448], [-0.0541, -0.0303, 0.0076], [0.1479, -0.0240, 0.0570], [0.0637, -0.0796, -0.5856], [-0.0585, 0.0306, 0.0142], [-0.0266, 0.1052, -0.1116], [-0.0340, 0.0024, -0.0298], [-0.0067, -0.0172, -0.0143], [0.0649, 0.0784, -0.0440], [0.3488, -0.2387, 0.2316], [-0.0160, 0.1151, 0.0815], [0.0183, 0.0267, 0.0316], [-0.0775, -0.0117, -0.0570], [0.0362, -0.1047, 0.0210]],
  "mulliken_charge": [-0.31, 0.82, -0.47, -0.53, -0.33, -0.44, -0.25, -0.21, -0.10, -1.03, -1.24, -1.13, -0.15, -0.21, -0.11, -0.29, -0.33, -1.11, 0.40, 0.26, 0.32, 0.27, 0.30, 0.37, 0.24, 0.30, 0.40, 0.31, 0.27, 0.27, 0.32, 0.25, 0.33, 0.32, 0.32, 0.31, 0.13, 0.40, 0.30, 0.30, 0.37, 0.33, 0.31, 0.33, 0.42]
}

No. 4
{
  "formula": "C9H27N9O18",
  "method": "the ωB97M-V functional and the def2-TZVPD basis",
  "de_lowest_kcal_mol": 14.5,
  "energy_ha": -2205.3744,
  "e_homo_ev": -10.4,
  "smiles": "C[N+](=O)[O-].C[N+](=O)[O-].C[N+](=O)[O-].C[N+](=O)[O-].C[N+](=O)[O-].C[N+](=O)[O-].C[N+](=O)[O-].C[N+](=O)[O-].C[N+](=O)[O-]",
  "symbols": ["O", "O", "O", "O", "O", "O", "O", "O", "O", "O", "O", "O", "O", "O", "O", "O", "O", "O", "N", "N", "N", "N", "N", "N", "N", "N", "N", "C", "C", "C", "C", "C", "C", "C", "C", "C", "H", "H", "H", "H", "H", "H", "H", "H", "H", "H", "H", "H", "H", "H", "H", "H", "H", "H", "H", "H", "H", "H", "H", "H", "H", "H", "H"],
  "coordinates": [[-1.81051, -24.42994, -17.79779], [-6.00961, -27.81409, -21.55931], [-3.89206, -23.93233, -18.08790], [-9.58351, -24.69487, -23.71655], [-11.02297, -25.75841, -22.53442], [-5.69705, -23.81292, -23.14598], [-2.42301, -26.22361, -23.83279], [-2.65481, -26.89077, -19.59429], [-6.24332, -23.36890, -21.11705], [-1.52957, -22.96904, -20.74217], [-3.50984, -27.85867, -17.88048], [0.27428, -22.65840, -21.83382], [-10.88028, -21.56964, -23.44661], [-10.23957, -24.10461, -26.38905], [-7.74045, -29.06199, -21.46290], [-8.69366, -25.43372, -27.04804], [-3.04114, -26.89942, -25.76511], [-10.53759, -22.34708, -21.47198], [-2.72434, -23.61853, -17.87493], [-2.69189, -26.03248, -25.00090], [-5.49531, -23.85453, -21.93760], [-10.16035, -21.85111, -22.52268], [-0.59427, -23.36928, -21.40034], [-9.09114, -24.41077, -26.55593], [-9.93342, -25.26166, -22.69905], [-2.56980, -27.47730, -18.54431], [-6.61892, -28.75393, -21.10726], [-2.48451, -22.21409, -17.48629], [-1.22283, -27.52189, -17.90204], [-8.98562, -25.26458, -21.54101], [-6.06289, -29.53544, -19.98610], [-8.05443, -23.45422, -26.06218], [-4.27425, -24.52495, -21.48169], [-8.72709, -21.50707, -22.60575], [-0.53713, -24.81055, -21.64587], [-2.90099, -24.60226, -25.45669], [-1.18773, -26.87078, -17.03348], [-3.17406, -21.61586, -18.07639], [-8.26052, -21.17445, -21.68472], [-1.44894, -21.96220, -17.67865], [-7.56270, -23.06918, -26.95047], [-3.43117, -24.64080, -26.40002], [-7.99562, -25.38561, -21.97010], [-9.08604, -24.26768, -21.12060], [-3.60612, -24.26295, -24.69904], [-3.60103, -24.69391, -22.31021], [-9.30722, -26.11245, -20.94938], [-3.86217, -23.93590, -20.66587], [-8.65417, -20.79234, -23.42077], [-1.13200, -28.54150, -17.53388], [-1.95124, -24.08423, -25.48952], [-8.58595, -22.62613, -25.59866], [-2.78737, -22.10004, -16.44930], [-4.97852, -29.55186, -20.06890], [-0.51955, -27.17001, -18.64468], [-0.80133, -25.30518, -20.71424], [-4.56638, -25.47524, -21.03065], [-8.16022, -22.40581, -22.86403], [-7.45147, -23.93745, -25.30238], [-6.35478, -30.57588, -20.09951], [-6.41121, -29.11288, -19.05139], [0.43940, -25.13264, -21.98905], [-1.27876, -25.06998, -22.40162]],
  "atomic_forces_ev_per_a": [[-0.1811, 0.7325, -0.2973], [0.6719, 0.2201, 0.0577], [1.0073, 0.3779, -0.2331], [0.2897, 0.0731, 0.0072], [0.1059, -0.1472, 0.0300], [0.0348, -0.0436, 0.1890], [0.7137, 0.1742, 0.2792], [-0.0596, -0.1904, -0.9020], [0.1024, -0.1193, 0.1153], [-0.6383, 0.1727, 0.3427], [-0.0787, -0.5890, -0.1752], [0.5246, 0.2154, -0.4237], [0.1319, -0.0542, -0.3171], [-0.7283, 0.1804, -0.3071], [0.0326, -0.1562, -0.0249], [0.3516, -0.7937, -0.5225], [0.5423, -0.1484, -0.2343], [0.0521, -0.2656, -0.1255], [-0.9605, -1.3736, 0.8986], [-1.5334, 0.1048, -0.5299], [-0.3052, 0.3069, -0.7817], [-0.1906, 0.3162, 1.1862], [0.2160, 0.1528, 0.2176], [0.3202, 0.5341, 0.8861], [-0.3608, 0.2312, 0.0732], [0.0186, 1.5635, 1.3248], [-1.1988, 0.0993, -0.0121], [-0.2027, 0.4525, -0.5869], [-0.1635, -0.5334, 0.0652], [-0.1326, -0.1996, -0.9598], [1.0608, -0.8736, -0.1955], [-0.7132, 0.7253, 0.0496], [0.1532, -0.4253, 0.9912], [0.9108, -0.2334, -1.0379], [-0.0968, -1.0458, -0.0300], [-0.4413, -0.7804, 0.4688], [-0.4664, 0.2058, -0.1380], [0.1684, 0.0256, -0.1024], [-0.7090, 0.2222, 0.2544], [0.0160, -0.0256, 0.1404], [0.4977, -0.2981, 0.1366], [0.3311, -0.0417, -0.1967], [0.0389, -0.1098, 0.1346], [-0.0609, -0.2060, 0.4501], [0.2895, 0.5761, 0.0122], [-0.0546, 0.1169, -0.0554], [0.1988, 0.2707, 0.4658], [0.1067, 0.0904, -0.2519], [0.1969, 0.0743, 0.1537], [0.4883, -0.0137, -0.2810], [-0.0202, 0.1123, 0.1263], [-0.1009, -0.1041, -0.0038], [0.2503, -0.2308, 0.1148], [-0.0186, 0.5823, 0.1882], [0.2361, -0.3971, 0.0235], [-0.1013, 0.0278, -0.0232], [-0.1049, -0.0497, -0.2002], [-0.3423, -0.0918, -0.1840], [0.3047, -0.2094, -0.3625], [-0.5448, 0.1774, 0.0272], [0.0186, 0.1126, -0.0170], [0.1251, 0.3734, 0.0044], [0.0017, 0.1494, 0.0982]],
  "mulliken_charge": [-0.50, -0.47, -0.52, -0.46, -0.58, -0.55, -0.57, -0.42, -0.57, -0.54, -0.56, -0.58, -0.55, -0.51, -0.52, -0.61, -0.53, -0.57, 0.92, 0.96, 1.05, 1.04, 1.01, 1.02, 0.88, 0.92, 0.84, -0.82, -0.78, -0.57, -0.67, -0.63, 0.06, -0.70, -0.20, -0.62, 0.26, 0.32, 0.25, 0.31, 0.36, 0.35, 0.12, 0.28, 0.11, -0.31, 0.29, -0.02, 0.37, 0.32, 0.27, 0.22, 0.31, 0.21, 0.27, 0.07, 0.30, 0.17, 0.18, 0.31, 0.29, 0.33, -0.03]
}

Number 2 is which compound? C9H27ClIOP2SW